Arrangement 1

The following is a DFT calculation (the ωB97M-V functional and the def2-TZVPD basis) of a cluster of 16 separate species, C64H176N16O16 in total.

The value obtained for the gap between HOMO and LUMO is 8.81 eV.

Element x y z (Å)
H -5.715 -2.001 -2.561
H 0.208 0.351 1.554
H 5.315 -7.344 -1.977
O -4.142 2.782 6.038
H 8.799 0.743 0.185
H 3.647 -3.098 4.258
H 4.579 -5.841 -2.341
H -4.917 -1.706 5.972
C -4.864 -0.617 5.974
H -2.482 -4.056 4.707
N 2.305 -8.032 2.311
H 1.281 2.140 2.944
C 1.756 -0.659 3.208
C -0.468 -4.109 7.299
H 4.244 1.717 -3.969
N 4.426 -7.740 0.396
H -4.598 0.812 -4.828
H -1.314 5.212 6.052
H 2.737 -3.694 7.736
H -1.394 -6.476 1.300
H -0.623 -0.964 -2.911
H 2.675 4.011 -6.843
H 3.154 1.936 0.388
H -5.100 -4.870 -2.824
H 2.435 -6.171 0.235
H 0.904 -1.730 -2.613
H 1.438 -2.436 7.915
C -1.800 3.137 5.474
H -2.785 7.458 2.148
H 6.076 -3.397 3.577
H -1.894 -1.580 -6.354
H 3.426 7.749 3.775
H -3.973 -0.482 6.588
N -2.310 -4.003 5.700
N -0.089 3.085 -5.137
H -0.589 -4.808 1.360
H -5.285 1.805 7.530
H 6.794 -1.372 -0.993
H -6.098 -1.314 0.637
H -2.160 1.002 -0.190
C -3.304 -3.838 -1.252
H -0.754 2.988 5.742
C 3.378 -5.637 0.349
H 2.342 1.036 -5.828
H -2.947 2.884 3.753
H -5.384 3.882 -7.189
H 2.080 5.944 3.666
H 2.713 -7.759 3.194
H -0.819 -2.028 1.486
C -0.117 -1.930 -2.938
H -0.557 -2.578 -2.180
H 0.922 -0.167 3.709
O 0.905 -4.442 7.449
O -0.674 -5.931 3.106
H 4.577 3.073 -5.983
H -4.994 2.397 1.448
H -3.380 -4.224 -0.236
H 3.157 -2.735 2.685
H 5.357 -3.278 1.933
H 2.378 0.097 2.728
H 4.322 -0.331 -8.121
H 4.794 -1.396 -6.873
H -1.447 1.127 2.859
H 4.964 7.724 3.049
H -7.791 -1.794 -1.040
H 0.653 -7.620 1.259
H 5.379 0.906 -1.112
H 3.429 -5.422 1.416
H -5.801 -0.332 6.450
N 6.650 -1.260 0.001
H -0.097 2.088 -5.301
H 7.812 2.045 -0.122
H 2.993 4.711 -5.499
C 4.558 6.321 -5.748
H 3.124 3.801 4.737
C 0.040 -8.834 2.870
H -4.052 -0.217 -2.036
H -5.108 1.748 5.163
C 3.585 2.741 -5.675
H 0.827 -2.359 -6.265
H -6.375 -1.149 -3.877
C -4.366 0.929 -3.770
H 0.459 3.127 -7.725
O 3.868 6.019 2.687
H -2.596 3.775 -4.775
H 5.257 5.503 -5.923
H 3.546 -7.225 -1.998
H -8.269 -1.654 -2.642
N -2.106 2.527 4.182
H -4.811 -0.399 -0.020
H -8.743 -0.394 -1.436
C -0.884 -3.996 5.808
C 4.070 -0.613 -7.099
H 0.843 3.461 3.954
H 1.916 5.938 1.949
C 0.625 -1.749 -5.385
H 0.594 2.781 -1.477
H 0.338 5.956 -2.464
H 1.731 9.078 -2.833
N -2.940 7.218 1.179
H 0.434 -6.213 -0.746
H 2.018 -2.889 -0.854
C 1.761 -3.342 7.402
H -1.602 5.040 4.354
H -4.898 -5.742 -1.553
C -0.055 1.991 -1.855
H -0.865 4.771 -6.072
H -0.201 -1.452 -0.122
H 3.015 3.686 1.810
N -1.603 0.201 2.488
O -4.895 -0.246 2.048
H -1.114 3.730 -8.232
H 0.648 8.111 -2.164
H -2.550 2.280 -5.803
H -6.155 -1.262 3.411
C 7.818 0.961 -0.238
H -5.061 5.831 2.293
H 0.007 -4.285 -3.327
C -5.048 2.774 7.091
H -5.138 3.965 -5.455
H -1.788 -0.005 -6.930
H 1.582 -1.287 -5.140
H -0.918 -2.725 4.082
C 5.403 0.798 -0.027
H 0.675 -2.734 4.787
C 1.046 5.937 -3.292
H -4.940 2.557 -6.300
C 0.672 -6.394 3.095
C 2.694 7.279 -4.644
C -4.696 3.615 -6.388
H -0.915 2.136 0.604
H 1.518 -4.023 0.405
H -2.591 3.011 7.486
H -0.570 -1.817 5.546
H -3.415 1.458 -3.833
H -2.371 1.578 4.404
H 2.678 -2.758 0.759
C 4.896 -1.614 3.182
N 3.455 3.601 3.805
H 2.308 0.336 0.581
H -3.600 5.490 0.378
H -4.399 -1.868 0.867
H 2.424 -9.033 2.262
H -1.253 5.120 0.304
C 6.688 0.152 0.405
H 0.595 5.711 -4.258
H -0.971 -4.961 7.756
C 2.367 -3.474 -0.003
C 3.106 0.890 0.087
H -2.916 5.134 5.530
H 3.982 -7.672 1.301
H 5.548 -6.003 0.083
H -1.092 -2.749 -4.611
H -5.179 1.456 -3.270
H 6.815 -2.285 2.516
H -2.192 -5.047 1.876
H -5.952 3.262 6.727
C -4.094 5.335 2.382
C -1.654 5.147 1.317
C 3.613 2.585 -4.164
O 2.593 -1.287 4.155
H -2.708 -0.782 -4.152
N 1.136 8.286 -3.031
C 3.936 7.409 2.873
N 2.650 3.829 -5.850
H -4.618 3.340 7.917
N 0.480 -3.874 -4.119
H -0.717 -3.177 7.808
H 1.332 -5.607 2.729
H -1.037 -8.694 2.777
C 3.511 -2.246 3.592
C -3.092 5.792 1.294
C 5.849 -2.736 2.741
C 2.502 5.508 2.761
N 5.471 -0.781 4.237
H -4.443 -1.870 3.308
H 5.761 -1.641 0.293
C 3.173 1.469 -6.384
O 3.546 6.181 -4.788
H -0.971 2.509 -2.135
C 1.984 7.106 -3.320
H -5.613 3.881 0.762
H 5.419 1.826 0.335
H -2.928 -4.466 -3.232
H 2.089 -2.948 6.439
H 2.063 7.346 -5.530
H 4.174 6.568 -6.738
C 0.899 -7.709 2.317
N -4.495 -5.595 -2.468
C -0.068 -2.551 -4.296
H -0.545 -4.958 5.424
H -0.974 5.529 2.079
O -0.169 -0.586 -5.711
H 3.129 8.278 -4.646
C -4.686 -0.086 4.518
H 0.862 3.413 -5.231
O 3.418 -4.384 -0.321
H 1.383 -1.293 2.404
C -5.862 -0.986 -2.929
H 5.179 7.156 -5.424
C -7.943 -1.034 -1.807
H 2.693 7.032 -2.495
N -5.513 1.129 4.475
C -3.220 -4.934 -2.292
H 0.310 -4.464 -4.921
C 4.466 -6.718 -1.704
O -0.825 -5.190 -2.211
H 0.484 1.734 -2.767
H 4.161 4.321 3.748
C -2.435 3.363 -5.771
H 0.312 -6.957 -2.323
H -0.670 -1.140 -7.601
H -1.978 -1.370 0.357
C -1.139 1.169 0.153
C -0.605 3.117 -7.488
C 4.601 -6.479 -0.170
O -4.268 3.914 2.430
C -4.386 -0.395 -3.058
C -1.149 -0.848 -6.667
H -2.032 -6.739 -2.760
C 2.564 3.960 2.764
O -3.288 3.954 -6.729
H -3.664 0.231 4.311
H 6.836 0.151 1.484
H -3.940 3.414 0.472
H 4.719 -0.125 4.388
H -4.130 -3.149 -1.427
C -2.008 -5.915 -2.047
C -0.956 3.685 -6.110
H -2.743 -4.861 6.012
H 0.948 -6.560 4.137
H 3.556 7.825 1.940
H -3.745 7.698 0.803
H -1.771 4.083 1.524
O -0.221 0.889 -0.921
C 1.310 3.228 2.997
H 0.293 -9.783 2.398
C -2.799 2.548 6.521
H 2.877 1.689 -7.410
C -0.815 0.151 1.234
H 3.094 -1.095 -7.154
C -1.941 4.691 5.329
H 6.249 -0.267 3.849
H -0.918 2.088 -7.662
H 3.981 3.487 -3.675
C -0.386 -2.761 5.033
H -2.111 -6.342 -1.050
H 2.954 0.763 -0.985
O -6.745 -0.313 -1.968
H 0.045 -8.971 3.952
C -4.732 3.431 1.221
H -3.592 5.567 3.321
H -2.579 0.157 2.228
H 2.683 2.256 -3.700
N -3.541 -1.289 -3.888
O 4.143 0.454 -6.165
C -5.102 -1.002 3.310
H 4.750 -0.923 2.351
H 3.778 -8.331 -0.105
H -5.463 1.692 3.639
C 0.291 -5.998 -1.805
H 7.896 0.767 -1.307
H 0.584 3.582 2.265
C -0.936 -1.314 0.671
C -5.072 -1.011 0.843
H -2.407 -3.222 -1.190
H -3.950 -1.518 -4.783
H 1.508 4.981 -3.048
H -2.739 1.463 6.600
H 1.153 -5.445 -2.177
C -1.225 -5.548 1.847
O 4.284 0.159 0.424

=====

Arrangement 2

The following is a DFT calculation (the ωB97M-V functional and the def2-TZVPD basis) of a cluster of 16 separate species, C64H176N16O16 in total.

The value obtained for the gap between HOMO and LUMO is 8.88 eV.

Element x y z (Å)
O 6.246 4.759 -0.239
H 4.607 3.115 -3.667
H 7.558 0.169 4.191
C -1.310 2.279 -8.659
H 3.183 -3.857 5.367
H 6.134 1.928 5.451
N -1.299 4.917 0.127
H -3.174 -7.606 -1.545
H -5.923 3.091 -1.432
C -6.707 -3.827 1.330
N 1.430 4.926 -5.406
H 3.644 -5.321 -2.493
H -2.032 1.023 -3.960
N 3.515 -5.973 -5.198
C 5.200 0.093 -4.822
N -0.238 -1.999 3.535
H -3.681 1.005 -0.652
C 5.972 5.878 0.553
H -3.417 -7.239 4.654
C 7.554 4.660 -0.684
H -2.745 -1.281 2.412
H 0.257 6.943 0.896
C -0.838 -0.563 -2.188
N -2.616 -5.956 -3.579
H -2.985 -7.101 2.951
C 1.234 -2.052 3.574
O 3.129 -1.804 5.131
N 8.008 1.486 2.663
C -4.193 -4.453 -2.407
H 3.326 -2.117 -2.007
C 4.598 5.814 1.223
H -3.189 -1.194 5.045
H 0.987 -4.101 1.590
O -3.992 5.564 0.744
H -3.785 3.801 0.127
C -3.283 -4.782 5.461
H -4.140 -5.338 5.940
H -1.930 -5.311 -3.915
H -5.384 -2.356 -0.255
C 3.142 -1.057 -2.218
C -0.413 -0.705 -0.769
H 1.082 -2.916 0.299
C 1.701 -1.858 5.018
H -5.213 1.506 4.336
H -0.453 2.026 3.923
H -1.111 1.940 -9.720
H 6.032 6.852 0.026
H 2.575 4.513 -2.722
H 2.957 -0.970 -3.295
C -3.875 -6.705 -1.703
H -6.091 -7.395 -0.450
H 6.415 2.990 4.153
H -3.618 0.226 5.628
H -2.255 -1.413 -0.418
H -2.370 2.569 -8.463
H -7.419 -2.738 3.819
H 4.660 -2.548 -0.487
H -1.764 5.064 -0.724
H 1.613 2.313 0.629
H 1.631 2.333 4.898
O 2.885 -3.582 0.944
C -3.234 2.376 -2.131
H -5.697 6.450 1.613
C 0.554 -4.164 -6.145
O -1.143 3.950 3.967
H -2.620 -3.298 3.416
H -6.859 -2.672 -1.072
C -3.701 -3.033 7.012
O -7.118 -2.488 0.922
H 4.332 7.986 1.098
C -0.701 7.289 0.573
H 3.341 -5.631 -6.138
H 0.650 0.448 -5.063
H -7.465 -0.511 2.378
H 0.596 5.357 3.003
H -4.488 -3.584 7.598
H -2.918 3.058 3.227
H 5.421 1.309 -2.097
H 4.798 0.778 0.620
H -5.058 -4.810 -2.991
H 1.689 -0.955 1.657
H -1.425 5.832 1.981
H 2.561 -1.114 -6.746
H 1.596 -6.138 -4.583
C 1.055 3.382 3.191
C 2.826 -5.997 -2.785
H -1.925 4.225 0.553
H -2.715 2.508 -4.711
H 3.056 -7.059 -2.788
H 5.050 0.412 4.014
H -3.851 -1.970 7.016
C 5.060 -4.417 0.397
C 1.594 5.101 -2.860
C 5.700 0.586 3.152
H -3.927 2.501 1.153
H 1.416 -0.843 5.400
O -5.859 0.727 2.517
H -2.826 -3.100 7.647
N 1.108 4.698 2.494
H -7.964 -6.154 1.531
H -1.048 -1.572 -2.659
H -2.157 -6.849 -3.526
H 5.156 7.491 2.533
H -8.178 -6.159 3.205
C -5.316 0.548 3.772
H 5.328 -3.256 2.275
H 0.766 -1.284 -5.360
H -3.186 7.206 -0.212
H 7.833 2.571 5.156
H -0.690 3.231 -8.546
H 6.734 5.890 1.362
N -2.242 -4.306 3.373
N -7.577 -5.788 2.441
H -1.335 -1.562 0.927
H -0.126 0.024 -2.792
H 1.658 -3.031 3.238
O 1.877 -3.707 -5.744
H 0.246 -3.711 -7.089
C -3.049 6.635 0.694
C 4.325 7.195 1.829
C -3.171 -5.503 -2.296
H 1.624 2.493 -3.908
N 2.333 -0.309 -7.319
H 5.738 -0.359 2.604
H 1.155 0.044 2.986
O -3.500 -3.423 5.656
H -0.878 2.753 2.365
H -1.739 -6.683 4.106
N -3.612 2.797 0.244
H -3.276 3.442 -2.410
H 4.266 2.458 0.925
C 2.492 -5.602 -4.246
C -3.789 -1.157 2.647
O -3.767 1.654 -3.155
H -3.297 0.922 -5.021
C -4.035 2.007 -0.862
H -4.631 -8.221 0.281
H -3.266 7.311 1.550
H -6.699 -4.531 0.483
O -4.324 -6.312 -0.462
H -2.292 -5.138 5.860
H -4.663 -7.006 -2.478
H 2.674 8.245 -2.595
N -3.215 -0.216 4.815
H -4.364 -0.834 1.757
H 1.289 -4.592 -0.070
H 2.922 3.640 4.387
N 4.672 2.481 -4.482
H -3.146 4.478 4.252
H -4.230 -4.998 3.595
C 1.246 2.460 -0.399
C 2.493 7.293 -2.135
H -6.533 -0.980 -0.338
H -2.379 -5.170 -1.575
H -2.140 2.164 -2.008
H -7.898 -4.126 4.672
H 4.896 3.995 2.234
H -1.829 -0.027 -2.253
H 4.974 -0.963 -4.677
H 1.747 5.879 -5.296
H -6.240 -3.944 4.159
H -4.239 -2.077 3.063
C 4.486 0.906 -2.488
C -2.920 1.554 -4.259
H 0.061 0.772 0.781
H 0.651 4.777 1.509
C 5.890 -3.896 1.626
C -2.526 3.531 4.109
H 3.843 5.598 0.437
H 0.561 -5.226 -6.209
H -6.244 1.847 -0.325
C -6.426 -2.072 -0.264
H 2.196 4.279 -5.615
H 0.106 2.849 -3.053
N 4.570 4.938 2.361
C 7.072 1.015 3.694
C 0.828 -0.116 -7.199
C 1.487 -3.823 0.739
H 1.508 2.644 2.473
C -2.814 -6.663 3.898
H 5.684 2.469 -4.689
O -0.921 1.395 -7.640
H 1.308 -2.632 5.743
C -3.869 0.035 3.564
H 0.507 3.296 -0.339
O 1.954 6.492 -3.179
H 0.425 -0.847 -7.881
H 2.260 -0.702 -1.676
C 1.755 -0.868 2.759
C 1.830 3.332 4.482
H -7.967 1.157 2.901
C 3.662 -3.081 4.765
H -0.746 -0.425 -5.830
C -0.391 2.971 3.315
C -0.261 0.743 -0.260
H -0.004 2.850 -4.801
C -1.619 6.115 0.927
H -5.514 -6.928 1.052
H 3.187 -5.394 0.030
H 4.413 -5.534 -4.937
H -0.693 -2.825 3.952
H -4.730 5.628 2.778
H -0.670 -1.235 4.024
H -2.101 -4.404 2.372
H -7.518 0.925 1.316
C -7.252 0.544 2.305
H 6.000 -3.311 -1.101
H 5.398 -5.371 0.031
H -5.665 -3.763 1.713
C 0.501 1.282 -7.646
H 3.788 -5.328 1.751
H 3.641 -3.307 3.707
C 0.374 -0.333 -5.762
H 1.398 4.023 5.220
H 0.939 1.422 -8.661
C -5.138 -7.250 0.107
H 6.692 -3.266 1.246
O 4.360 -0.379 -1.881
H 6.246 0.227 -4.504
H 3.375 1.105 1.724
H 1.131 -3.850 -3.778
O 0.752 1.348 -1.042
H -8.689 -3.967 2.171
H 3.351 7.148 2.306
H -5.556 4.657 1.531
C 4.363 1.082 -3.984
C 0.631 3.066 -3.974
H 3.498 7.013 -1.696
C -7.278 -3.817 3.833
H 0.610 -1.075 -0.664
H 2.025 2.721 -1.122
H 1.905 7.406 -1.221
H -5.849 -0.184 4.321
C 2.091 -4.096 -4.289
H 1.985 -5.631 -2.178
H 2.912 -3.467 -3.983
H -0.631 7.520 -0.489
H -4.532 -4.217 -1.397
H -2.528 2.832 4.938
H 7.850 5.485 -1.334
H 8.331 0.779 1.991
C 0.821 4.556 -4.121
H 2.779 -0.674 3.032
C -7.674 -4.346 2.419
C -5.045 5.589 1.722
C 3.643 -4.752 0.845
C -3.231 -5.203 3.962
H 2.915 0.437 -6.911
H -0.158 4.975 -4.137
H -1.222 1.272 -0.330
H 5.208 0.358 -5.933
O 5.299 1.637 2.379
H -0.162 -3.809 -5.389
H 6.329 -4.651 2.306
H 4.696 -3.050 5.088
H 3.696 1.591 -1.997
N -1.334 -1.510 -0.034
H 0.977 1.982 -6.921
N 5.064 -3.477 -0.754
H -3.758 -3.621 -3.017
C -5.552 2.057 -1.191
H -3.332 0.745 2.987
H 0.881 5.073 -1.926
C 6.894 2.185 4.703
H 7.586 3.698 -1.197
H -1.011 8.253 1.013
H -5.903 1.447 -2.030
H 7.562 2.151 2.021
C 4.371 1.445 1.360
H 3.301 1.029 -4.175
H 8.257 4.567 0.173
H 3.637 4.940 2.782

=====

Sorted by energy, starting with the most stable: arrangement 2, arrangement 1.